1.
{
  "formula": "C4H36O16",
  "method": "ωB97M-V with the def2-TZVPD basis set",
  "species": ["C", "O", "C", "C", "C", "O", "H", "H", "H", "H", "H", "H", "H", "H", "H", "H", "O", "H", "H", "O", "H", "H", "O", "H", "H", "O", "H", "H", "O", "H", "H", "O", "H", "H", "O", "H", "H", "O", "H", "H", "O", "H", "H", "O", "H", "H", "O", "H", "H", "O", "H", "H", "O", "H", "H", "O"],
  "coordinates": [[-0.78203, 1.61832, -0.67526], [0.14013, 0.70088, -1.21804], [-2.08334, 0.96356, -0.19830], [-2.03602, 0.07568, 1.14263], [-2.76026, -1.27310, 0.89964], [-3.27800, -1.41126, -0.18570], [-0.91249, 2.56114, -1.26041], [-0.31881, 1.86064, 0.31219], [-0.28778, -0.15415, -1.49151], [-2.43030, 0.37072, -1.00384], [-2.89893, 1.68880, -0.12218], [-1.01366, -0.09631, 1.50101], [-2.41126, 0.48379, 2.07091], [-2.64731, -2.07094, 1.60216], [2.39438, 1.50425, -2.32324], [2.11917, 3.01830, -2.56883], [2.57849, 2.26786, -2.95390], [0.21490, 1.18311, -3.37247], [1.01867, 1.46019, -4.59123], [0.14017, 1.14814, -4.35021], [3.53386, 1.90493, -0.32709], [4.11390, 0.49046, 0.04789], [3.65009, 0.99531, -0.62106], [-0.96395, -3.05713, 3.95014], [0.34982, -3.66979, 3.44915], [-0.46744, -3.25022, 3.14752], [0.84127, -2.04117, -4.58635], [-0.32125, -1.09682, -4.53290], [-0.13461, -2.05101, -4.60294], [-1.89972, -1.18039, -1.95755], [-1.00931, -1.98913, -3.04563], [-1.03644, -1.52953, -2.19678], [-0.86239, 1.09233, 5.05889], [-0.03910, 0.27567, 3.98214], [-0.64037, 1.00499, 4.13390], [0.76937, -1.71713, 2.99621], [1.65041, -0.64860, 2.50627], [1.28718, -0.98059, 3.34278], [-2.11469, 0.73203, -3.86796], [-2.29324, -0.46024, -4.57432], [-2.37650, -0.17702, -3.65185], [1.11926, 3.42207, 0.43292], [2.64827, 3.77431, 0.32740], [2.02054, 3.07595, 0.52502], [-0.56406, -2.64522, 0.88587], [-0.31787, -2.48622, -0.65055], [0.06178, -2.84431, 0.17956], [-2.42746, 1.13841, 3.97828], [-3.77869, 0.31440, 3.51402], [-2.99117, 0.37603, 4.04941], [3.72184, 0.32373, 2.45353], [4.01736, -0.97877, 1.67746], [4.39403, -0.40734, 2.36719], [1.30108, -1.13919, 0.02129], [1.95514, 0.19701, -0.01424], [2.05734, -0.66743, 0.38897]],
  "atomic_forces_ev_per_a": [[0.278, 0.077, 2.879], [-0.114, -0.334, -1.051], [-0.330, 0.198, 1.083], [0.262, -0.317, -1.250], [1.329, 2.534, -2.043], [-0.638, -1.181, 0.626], [-0.028, -0.912, 0.058], [-0.007, 0.728, -0.676], [0.215, 0.667, -0.175], [-0.436, -0.836, -0.618], [0.296, 0.249, 0.240], [0.221, -0.353, -0.483], [-0.495, 0.625, -0.326], [-0.288, -0.754, 0.917], [0.516, 1.384, -0.902], [-0.080, 0.009, 0.094], [-0.471, -1.371, 0.764], [-0.198, -0.221, -0.376], [0.156, 0.147, -0.222], [0.014, -0.110, 0.777], [0.172, -0.285, 0.242], [0.133, 0.126, 0.308], [0.181, 0.485, -0.830], [0.002, 0.022, 0.030], [-0.184, -0.107, -0.075], [0.108, 0.015, 0.008], [-0.569, -0.316, 0.001], [0.138, -0.043, -0.136], [0.659, 0.538, -0.251], [-0.295, -0.558, -0.619], [-0.154, 0.097, -0.092], [1.018, -0.636, 2.203], [0.451, -0.380, 0.373], [0.605, -0.646, 0.145], [0.104, 1.457, -0.293], [-0.331, -0.253, 0.274], [0.241, 0.176, -0.044], [-0.147, 0.221, -0.407], [-0.024, 0.297, 0.832], [-0.462, -0.867, 0.123], [-0.394, 1.364, -1.871], [0.522, 0.053, -0.002], [-0.251, 0.432, 0.070], [-0.213, -0.198, -0.012], [0.081, -0.193, -0.084], [-0.147, -0.260, 0.272], [0.015, 0.394, -0.336], [-0.020, 0.471, -0.830], [-0.114, 0.844, -0.086], [-1.098, -1.764, 1.092], [1.028, -1.200, -0.057], [-0.093, 0.113, 0.315], [-0.988, 1.094, -0.340], [-0.017, -0.651, 0.358], [0.333, 0.364, -0.175], [-0.494, -0.435, 0.582]],
  "e_lumo_ev": 0.02,
  "spin_multiplicity": 1,
  "charge": 0,
  "total_energy_ev": -37491.46644,
  "homo_lumo_gap_ev": 10.191,
  "de_lowest_kcal_mol": 114.5,
  "largest_force_ev_per_a": 3.52
}

=====

2.
{
  "formula": "C6H10O",
  "method": "ωB97M-V with the def2-TZVPD basis set",
  "species": ["C", "C", "O", "C", "C", "C", "C", "H", "H", "H", "H", "H", "H", "H", "H", "H", "H"],
  "coordinates": [[-1.21032, -0.16216, 0.06671], [-0.52359, -1.05914, -0.94816], [0.76439, -1.17748, -0.78237], [1.49548, -0.57916, 0.32927], [1.51598, 0.92392, 0.25211], [0.49329, 1.70606, -0.10132], [-0.91176, 1.26367, -0.42174], [-0.89471, -0.25753, 1.11601], [-2.28545, -0.36325, 0.02502], [-1.24964, -2.98556, 0.45618], [-1.22556, -2.80137, -0.27163], [1.07427, -0.96532, 1.26538], [2.50419, -0.98395, 0.22631], [2.47865, 1.38911, 0.45867], [0.68196, 2.77588, -0.18281], [-1.08238, 1.30739, -1.50998], [-1.62481, 1.96889, 0.02235]],
  "atomic_forces_ev_per_a": [[-0.008, -0.030, -0.019], [0.213, 0.270, 0.137], [-0.255, 0.013, -0.130], [0.023, 0.090, 0.151], [-0.162, 0.124, -0.055], [0.114, -0.090, 0.045], [0.043, 0.048, -0.028], [0.038, -0.043, -0.212], [0.187, 0.051, -0.054], [-0.070, -0.141, 0.018], [-0.092, -0.241, 0.161], [0.070, 0.099, -0.138], [-0.135, 0.104, 0.011], [-0.156, -0.075, -0.033], [-0.016, -0.143, 0.037], [0.064, 0.070, 0.162], [0.139, -0.106, -0.054]],
  "e_lumo_ev": 0.89,
  "spin_multiplicity": 1,
  "charge": 0,
  "total_energy_ev": -8427.14997,
  "homo_lumo_gap_ev": 8.976,
  "de_lowest_kcal_mol": 94.3,
  "largest_force_ev_per_a": 0.37
}

=====

3.
{
  "formula": "CH2I3P",
  "method": "ωB97M-V with the def2-TZVPD basis set",
  "species": ["C", "P", "I", "I", "I", "H", "H"],
  "coordinates": [[2.44245, 0.10958, -0.03484], [0.83119, 0.36927, -0.99987], [2.26762, -0.25599, 2.13344], [3.21770, -1.76485, -0.93957], [3.70616, 1.70768, -0.45723], [0.07910, 0.70522, 0.14892], [0.54327, -2.12918, -0.66066]],
  "atomic_forces_ev_per_a": [[-0.736, -1.574, 0.069], [0.204, -1.346, 0.764], [-0.020, 0.246, -0.893], [0.371, 0.577, 0.255], [0.462, 0.591, -0.059], [-0.118, 0.135, -0.010], [-0.163, 1.372, -0.125]],
  "e_lumo_ev": [-1.53, -1.33],
  "spin_multiplicity": 1,
  "charge": 0,
  "total_energy_ev": -34655.48109,
  "homo_lumo_gap_ev": [7.453, 7.256],
  "de_lowest_kcal_mol": 80.9,
  "largest_force_ev_per_a": 1.74
}

=====

4.
{
  "formula": "C4H8N2O",
  "method": "ωB97M-V with the def2-TZVPD basis set",
  "species": ["C", "C", "N", "C", "C", "N", "O", "H", "H", "H", "H", "H", "H", "H", "H"],
  "coordinates": [[0.17744, 0.68525, 2.15060], [-1.33587, -0.48477, -1.15619], [0.72618, 0.32695, -0.09580], [0.39880, -0.47981, 1.37417], [0.11052, -0.11368, -1.30268], [0.68972, -0.17256, -2.43087], [0.18387, -1.64406, 1.37651], [1.71848, 0.51819, -0.21125], [1.67630, 0.08605, -2.38189], [1.00987, 1.38614, 2.18095], [0.05148, 1.08126, 0.73430], [-0.32282, 0.55674, 3.10474], [-1.88624, 0.28925, -0.61506], [-1.77189, -0.62357, -2.14156], [-1.42583, -1.41138, -0.58596]],
  "atomic_forces_ev_per_a": [[-0.038, 0.065, -0.001], [0.029, 0.003, 0.018], [0.023, -0.151, 0.259], [-0.157, -0.061, -0.319], [0.050, -0.021, -0.112], [-0.079, 0.014, 0.287], [0.145, 0.370, -0.083], [-0.089, -0.040, -0.029], [-0.073, 0.000, 0.057], [0.007, -0.047, -0.078], [0.043, -0.146, 0.062], [0.032, -0.023, -0.051], [0.043, -0.015, -0.015], [0.040, 0.011, 0.027], [0.026, 0.040, -0.021]],
  "e_lumo_ev": 0.66,
  "spin_multiplicity": 1,
  "charge": 0,
  "total_energy_ev": -9302.51672,
  "homo_lumo_gap_ev": 9.622,
  "de_lowest_kcal_mol": 89.4,
  "largest_force_ev_per_a": 0.41
}